{"formula": "C77H168BF4N7", "method": "ωB97M-V with the def2-TZVPD basis set", "symbols": ["B", "F", "F", "F", "F", "C", "C", "C", "C", "N", "C", "C", "C", "C", "C", "C", "C", "H", "H", "H", "H", "H", "H", "H", "H", "H", "H", "H", "H", "H", "H", "H", "H", "H", "H", "H", "H", "H", "H", "H", "H", "C", "C", "C", "C", "N", "C", "C", "C", "C", "C", "C", "C", "H", "H", "H", "H", "H", "H", "H", "H", "H", "H", "H", "H", "H", "H", "H", "H", "H", "H", "H", "H", "H", "H", "H", "H", "C", "C", "C", "C", "N", "C", "C", "C", "C", "C", "C", "C", "H", "H", "H", "H", "H", "H", "H", "H", "H", "H", "H", "H", "H", "H", "H", "H", "H", "H", "H", "H", "H", "H", "H", "H", "C", "C", "C", "C", "N", "C", "C", "C", "C", "C", "C", "C", "H", "H", "H", "H", "H", "H", "H", "H", "H", "H", "H", "H", "H", "H", "H", "H", "H", "H", "H", "H", "H", "H", "H", "H", "C", "C", "C", "C", "N", "C", "C", "C", "C", "C", "C", "C", "H", "H", "H", "H", "H", "H", "H", "H", "H", "H", "H", "H", "H", "H", "H", "H", "H", "H", "H", "H", "H", "H", "H", "H", "C", "C", "C", "C", "N", "C", "C", "C", "C", "C", "C", "C", "H", "H", "H", "H", "H", "H", "H", "H", "H", "H", "H", "H", "H", "H", "H", "H", "H", "H", "H", "H", "H", "H", "H", "H", "C", "C", "C", "C", "N", "C", "C", "C", "C", "C", "C", "C", "H", "H", "H", "H", "H", "H", "H", "H", "H", "H", "H", "H", "H", "H", "H", "H", "H", "H", "H", "H", "H", "H", "H", "H"], "xyz": [[1.667662, 6.099631, 24.269729], [2.109913, 7.381975, 24.492023], [0.374495, 6.104901, 24.622393], [1.833157, 5.771593, 22.914655], [2.296249, 5.142590, 25.089607], [-4.405412, -4.416594, 23.674443], [-3.909257, -3.003157, 24.195874], [-4.350758, -1.771295, 23.407443], [-4.385193, -0.396432, 24.162595], [-4.976811, 0.814231, 23.374598], [-5.006890, 2.084828, 24.325152], [-6.236464, 2.870335, 23.995244], [-6.914200, 2.014221, 22.973660], [-6.518557, 0.620532, 23.174259], [-4.313783, 0.948450, 22.027661], [-2.847798, 0.993968, 22.115323], [-2.151821, 1.369391, 20.763985], [-5.287672, -4.229643, 23.062256], [-4.446537, -5.190259, 24.441146], [-3.659051, -4.638675, 22.911731], [-2.822380, -3.078223, 24.229984], [-4.289136, -2.912645, 25.213518], [-5.257401, -2.002464, 22.848291], [-3.667803, -1.611760, 22.573053], [-3.484154, -0.017667, 24.645044], [-5.110829, -0.573373, 24.956475], [-4.137611, 2.734296, 24.221977], [-4.986878, 1.810960, 25.379993], [-6.035328, 3.895224, 23.683391], [-6.868100, 3.054751, 24.864222], [-6.831725, 2.394293, 21.955409], [-7.997878, 1.934410, 23.059479], [-6.674135, 0.026291, 22.273822], [-6.943159, 0.163562, 24.068113], [-4.476103, 1.940723, 21.606781], [-4.662365, 0.125971, 21.403056], [-2.341711, 0.117459, 22.519925], [-2.509777, 1.801441, 22.764819], [-1.065041, 1.329606, 20.837578], [-2.385460, 2.387439, 20.452368], [-2.382969, 0.564261, 20.066535], [1.386682, 8.363967, 15.863406], [2.513147, 9.348033, 15.559581], [3.929347, 8.832795, 16.036765], [4.111750, 8.742553, 17.626409], [5.451110, 7.976422, 17.997537], [5.633757, 8.273637, 19.530135], [6.468794, 7.113283, 20.167324], [5.963691, 5.899519, 19.324648], [5.230989, 6.488890, 18.055094], [6.843350, 8.331463, 17.412637], [7.329934, 9.847547, 17.521721], [8.838363, 9.824132, 16.849209], [0.472191, 8.774784, 15.435564], [1.067692, 8.096056, 16.870665], [1.478271, 7.375527, 15.413181], [2.191521, 10.327536, 15.913438], [2.575438, 9.583214, 14.497087], [4.635810, 9.599427, 15.718504], [4.089918, 7.936318, 15.437894], [3.321806, 8.252150, 18.195261], [4.161078, 9.772018, 17.981197], [5.948804, 9.313454, 19.617444], [4.676026, 8.450317, 20.019665], [7.542265, 7.281669, 20.081256], [6.239036, 6.983757, 21.224929], [6.822856, 5.376224, 18.905023], [5.276192, 5.260944, 19.879331], [5.433025, 6.001106, 17.101499], [4.156963, 6.302964, 18.053090], [6.816480, 7.938347, 16.396349], [7.613317, 7.700314, 17.856363], [7.517232, 10.321318, 18.485341], [6.712948, 10.513855, 16.918849], [8.829134, 9.509902, 15.805520], [9.331212, 9.008872, 17.378870], [9.356465, 10.782383, 16.811540], [10.123429, 2.336857, 24.479179], [11.171303, 1.680981, 23.566439], [12.643766, 1.987748, 23.916474], [13.708700, 1.589946, 22.846460], [15.127102, 2.193863, 23.049209], [16.183376, 1.397433, 22.199843], [17.476335, 1.505730, 23.055080], [17.127527, 1.771994, 24.475325], [15.635602, 2.058966, 24.495919], [15.136349, 3.735348, 22.754521], [14.639659, 4.144455, 21.287234], [14.910257, 5.690947, 20.974156], [9.180677, 2.199380, 23.949626], [10.256277, 3.418720, 24.474781], [10.216792, 1.930684, 25.486356], [10.943296, 1.935264, 22.531332], [10.927748, 0.618625, 23.580005], [12.964307, 1.515863, 24.845285], [12.832532, 3.060731, 23.950810], [13.389744, 1.807495, 21.827138], [13.921494, 0.526837, 22.958736], [16.280693, 1.917942, 21.247109], [15.888498, 0.353538, 22.092948], [18.159118, 2.230995, 22.612479], [18.147920, 0.664234, 23.225256], [17.741805, 2.639105, 24.717985], [17.390149, 1.021254, 25.220655], [15.255251, 2.815546, 25.182239], [15.157580, 1.156895, 24.877859], [16.188433, 3.894290, 22.991067], [14.457058, 4.190674, 23.475171], [13.571194, 4.013000, 21.116393], [15.332478, 3.632499, 20.619394], [14.576291, 5.849558, 19.948776], [15.940649, 6.015034, 21.120305], [14.377927, 6.382498, 21.627203], [4.616971, 14.367657, 25.048211], [5.968749, 14.881888, 24.771473], [6.488073, 15.985935, 25.679298], [7.868102, 16.535574, 25.088414], [8.565310, 17.655823, 26.022360], [10.016577, 18.008446, 25.602287], [9.940676, 19.078793, 24.520396], [8.602019, 19.735347, 24.662829], [7.955059, 19.028195, 25.933455], [8.604460, 17.262765, 27.529177], [9.221266, 15.808273, 27.778868], [9.455527, 15.413166, 29.225205], [4.641605, 13.865956, 26.015570], [4.302618, 13.562593, 24.384011], [3.985329, 15.242510, 25.202348], [5.877437, 15.458946, 23.851267], [6.714265, 14.099753, 24.627995], [6.579000, 15.602994, 26.695753], [5.686424, 16.722774, 25.729763], [7.603521, 16.907594, 24.098608], [8.514736, 15.660130, 25.028841], [10.630486, 18.283027, 26.460089], [10.551782, 17.195716, 25.111233], [10.740164, 19.781471, 24.755264], [10.065815, 18.740886, 23.491681], [8.759778, 20.798406, 24.844832], [7.938398, 19.634274, 23.804060], [8.181490, 19.700173, 26.761259], [6.886527, 18.812898, 25.931155], [7.602449, 17.184587, 27.951027], [9.162250, 18.040513, 28.050786], [10.141185, 15.637985, 27.219539], [8.450193, 15.121034, 27.430658], [9.604903, 14.333915, 29.193708], [8.795693, 15.638129, 30.063134], [10.458772, 15.601063, 29.607660], [1.585559, -3.899092, 22.915757], [3.025291, -4.081248, 23.390985], [3.266565, -3.995569, 24.887551], [3.185602, -2.587855, 25.394124], [3.540156, -2.416337, 26.875304], [2.526104, -3.246127, 27.767849], [1.765680, -2.225304, 28.655105], [2.627923, -1.016007, 28.699183], [3.292302, -0.940081, 27.383997], [4.944734, -2.852352, 27.165165], [5.518494, -2.694773, 28.576120], [6.939610, -3.195507, 28.624701], [0.963618, -4.793382, 22.876639], [1.509247, -3.692784, 21.848177], [1.197358, -3.049542, 23.477607], [3.621856, -3.344083, 22.853601], [3.354436, -5.044366, 23.000890], [4.176679, -4.557150, 25.098323], [2.503579, -4.626464, 25.343544], [2.171231, -2.217697, 25.245297], [3.740411, -1.933400, 24.721835], [3.075680, -3.911482, 28.433714], [1.729271, -3.757494, 27.227790], [1.700694, -2.489587, 29.710589], [0.727029, -2.121774, 28.341151], [3.359668, -0.978806, 29.506189], [2.010338, -0.150236, 28.938234], [4.237937, -0.423615, 27.548755], [2.712333, -0.312503, 26.707354], [5.649167, -2.357628, 26.496473], [4.957853, -3.937244, 27.060562], [4.915877, -3.344252, 29.211052], [5.382567, -1.716084, 29.036340], [6.969134, -4.058345, 27.959316], [7.112731, -3.640670, 29.604476], [7.773495, -2.579187, 28.288702], [-4.106558, 12.931262, 22.700277], [-3.828712, 11.447989, 22.828659], [-3.947915, 10.859938, 24.262755], [-3.435776, 11.629211, 25.433486], [-4.119496, 11.262638, 26.788749], [-3.882207, 9.812332, 27.239092], [-2.377066, 9.814322, 27.857056], [-2.291686, 11.168051, 28.493240], [-3.446043, 12.056170, 28.038191], [-5.736943, 11.608349, 26.722969], [-6.055387, 13.150831, 26.660937], [-7.583756, 13.524921, 26.626807], [-5.029572, 13.208232, 23.209640], [-4.138838, 13.253381, 21.659473], [-3.361465, 13.534166, 23.219353], [-2.833733, 11.294671, 22.410779], [-4.571502, 10.955109, 22.201431], [-3.534886, 9.852255, 24.308150], [-5.019593, 10.670560, 24.324054], [-3.510862, 12.715463, 25.383099], [-2.369950, 11.546429, 25.646242], [-4.556922, 9.670770, 28.083367], [-3.867992, 9.193231, 26.342082], [-2.330117, 8.962276, 28.535224], [-1.639115, 9.602833, 27.083235], [-2.461608, 11.076890, 29.566048], [-1.304849, 11.617108, 28.381077], [-4.168625, 11.999370, 28.852281], [-3.148457, 13.041813, 27.680337], [-6.192763, 11.152004, 27.601648], [-6.192425, 11.070582, 25.891446], [-5.396181, 13.535416, 25.882711], [-5.695070, 13.668319, 27.550026], [-7.900534, 13.868032, 27.611709], [-8.198887, 12.635224, 26.761561], [-7.796642, 14.140076, 25.752535], [8.987786, 10.323329, 36.710028], [9.198729, 9.237215, 35.630829], [8.000474, 8.430894, 35.192615], [7.152277, 9.155686, 34.056741], [6.090316, 8.254200, 33.353837], [6.866433, 7.186079, 32.512250], [5.853091, 6.611452, 31.494159], [4.947140, 7.868093, 31.352671], [5.628751, 8.979092, 32.213377], [5.128329, 7.578002, 34.402768], [3.940172, 8.547871, 34.723345], [2.886986, 7.780179, 35.417130], [8.763754, 11.360633, 36.461208], [9.951715, 10.341706, 37.218565], [8.275836, 9.898272, 37.417525], [9.971728, 8.497173, 35.837996], [9.553893, 9.852554, 34.804202], [7.366460, 8.411274, 36.079044], [8.280720, 7.447531, 34.815054], [7.790706, 9.483799, 33.236468], [6.607319, 9.997753, 34.483418], [7.321661, 6.493215, 33.219933], [7.694415, 7.727107, 32.054166], [5.240701, 5.790463, 31.867072], [6.274791, 6.305478, 30.536733], [3.946602, 7.653331, 31.728039], [4.748731, 8.171551, 30.324732], [5.022521, 9.768883, 32.657023], [6.421692, 9.540915, 31.719712], [5.715836, 7.338667, 35.289148], [4.880815, 6.666462, 33.858785], [3.417088, 8.904004, 33.835850], [4.203967, 9.367999, 35.391097], [2.210898, 8.570082, 35.744326], [3.302236, 7.263397, 36.282355], [2.158380, 7.109324, 34.961958]], "forces_ev_per_a": [[0.7, -0.5, -0.2], [1.3, 1.2, 0.2], [-3.1, -0.3, 0.3], [0.2, -0.2, -0.4], [0.8, -0.2, 0.1], [1.0, 2.2, -1.2], [-0.5, -0.9, 1.0], [1.1, 0.9, -1.4], [-1.5, -0.5, 0.1], [-0.8, -1.1, 1.8], [1.5, 0.0, -0.1], [-0.8, 0.7, 0.4], [-3.1, 0.8, -1.1], [2.3, -0.3, -0.7], [0.1, 0.8, 0.3], [3.2, 0.6, -0.1], [-0.2, -1.0, 0.6], [-0.5, -0.6, 0.6], [-0.3, 0.3, -0.2], [0.0, -0.8, 0.1], [0.0, 0.4, 0.3], [0.2, 0.2, 0.2], [-0.6, 0.3, 0.6], [0.4, -0.3, -0.1], [0.3, -0.5, -0.4], [0.0, 0.4, 0.3], [0.4, -0.6, -0.5], [-0.1, -0.8, -0.3], [0.3, -0.2, -0.5], [0.0, -0.5, 0.2], [0.6, -0.3, -0.1], [-0.3, 0.7, 0.3], [0.0, -0.3, 0.3], [0.2, 0.0, -0.1], [-1.2, -0.2, -0.1], [-0.2, 0.3, 0.0], [-0.3, -0.3, -0.1], [-0.4, 0.1, 0.5], [0.0, 0.0, 0.4], [-0.4, -0.3, -0.3], [-0.3, 0.5, -0.6], [-1.0, -0.4, -0.8], [0.3, -0.5, 1.0], [-1.1, 1.3, 0.9], [1.1, -0.3, -2.6], [0.0, 0.6, 3.4], [0.0, 0.7, 0.4], [-1.3, 0.6, -1.1], [0.4, 0.9, -1.3], [-0.7, -0.6, -0.1], [-0.5, 1.2, -0.3], [1.9, -0.8, -2.2], [-2.0, -0.7, 0.1], [-0.1, 0.0, -0.1], [0.7, 0.7, 0.6], [0.5, 0.1, -0.4], [0.5, 0.1, 0.8], [0.1, -0.7, -0.2], [0.3, -0.2, -0.1], [0.3, -0.3, 0.6], [0.2, -0.3, -0.3], [0.4, -0.1, 0.1], [1.1, -0.3, -0.2], [-0.5, -1.2, -0.3], [-0.1, 0.0, -0.1], [-0.1, 0.2, -0.1], [-0.1, -0.5, 0.5], [0.3, 0.0, -0.1], [1.0, 0.2, 0.0], [-0.1, 0.4, 0.7], [-0.1, 0.7, -0.3], [-0.5, -0.1, 0.6], [-0.6, -0.7, 0.3], [-0.2, -0.1, 0.1], [-0.4, -0.1, -0.1], [0.7, 0.5, 0.1], [-0.1, -0.1, 0.7], [0.9, 0.4, -1.0], [0.1, -0.2, -0.1], [1.0, 0.3, -1.1], [0.4, -1.0, 0.8], [-0.8, 0.5, 0.2], [0.6, 0.6, 1.2], [1.0, -0.9, -1.0], [-0.2, 2.4, 0.9], [-1.0, -1.4, 0.3], [-0.8, -1.1, -1.4], [2.2, 1.6, 1.4], [-0.2, -0.9, 0.7], [-0.3, -0.4, 0.7], [0.2, 0.1, 0.4], [-0.5, 0.1, -0.1], [0.3, 0.4, -0.1], [0.6, -0.3, 0.2], [-0.3, 0.2, 0.2], [-0.7, 0.3, 0.7], [0.2, 0.0, 0.1], [-0.3, -0.1, -0.4], [-0.1, -0.4, 0.1], [-0.5, 0.3, -0.1], [-0.3, 0.4, 0.2], [-0.4, -0.8, -1.5], [-0.4, 0.2, 0.6], [-0.1, -0.2, -0.4], [0.2, 0.5, -0.6], [-0.1, -0.2, -0.2], [-0.1, 1.1, -0.4], [0.4, -0.1, 0.2], [0.3, -0.7, 0.1], [-0.8, -0.3, -0.5], [0.2, 0.2, 0.1], [0.2, -0.5, -0.4], [-0.5, -0.3, 0.0], [-0.3, -0.6, 1.9], [1.4, 1.2, -1.6], [0.7, 0.1, 0.6], [-1.6, 0.3, 2.1], [1.5, -0.3, 0.7], [0.4, -1.3, -1.5], [0.5, 0.3, 0.2], [-1.7, 0.0, 1.1], [-0.7, 0.6, -1.6], [0.7, -2.1, -0.2], [-1.1, 1.4, -0.2], [1.6, -1.0, 0.7], [-0.1, -0.1, 0.4], [-0.3, 0.7, -0.4], [-0.7, -0.4, -0.6], [0.2, -0.5, -0.8], [0.0, -0.1, 0.0], [0.3, 0.1, 0.1], [0.3, 0.5, -0.1], [0.7, 0.5, 0.1], [0.4, 0.5, 0.0], [-0.6, 0.2, 0.2], [-0.4, -0.7, 0.6], [0.0, 0.1, -0.4], [0.3, -0.4, 0.3], [-0.5, 0.0, 0.1], [0.2, 0.0, -0.1], [0.2, -0.8, 0.5], [-0.1, 0.7, -0.3], [-0.1, 0.5, -0.4], [-0.1, 0.0, -0.2], [-0.1, 0.1, -0.1], [0.2, -0.1, -0.4], [-0.7, -0.4, 0.1], [-0.5, 0.3, -0.6], [0.1, 1.1, -0.2], [0.0, 0.2, -0.4], [-0.1, -0.4, -1.4], [-0.4, -1.5, -0.1], [-0.2, 0.3, 0.0], [-1.6, 0.9, 0.9], [-0.6, 0.8, 1.0], [0.3, -1.1, 0.9], [-0.6, 1.2, 0.7], [1.1, 0.6, -0.7], [0.8, -0.3, 0.4], [-1.3, 0.5, 0.5], [0.1, -1.3, -0.2], [-0.1, -0.1, 1.2], [0.6, 0.7, -0.1], [-0.8, -0.2, -0.2], [0.3, 0.1, 0.1], [0.3, -0.1, 0.3], [0.4, 0.6, 0.1], [-0.2, 0.1, 0.3], [-0.2, -0.1, 0.5], [0.8, 0.2, 0.6], [0.1, -0.1, -0.6], [0.9, -0.2, -0.6], [-0.2, -1.0, -0.1], [0.2, 0.5, -0.4], [0.0, -0.7, 0.1], [0.0, 0.3, -0.5], [0.3, -0.3, -0.7], [0.0, -0.7, -0.6], [-0.4, -0.1, -0.5], [0.0, 0.1, -0.7], [0.1, -0.1, 0.2], [0.2, 0.3, -0.3], [0.2, -0.2, -0.1], [0.4, 0.4, 0.0], [-0.4, 0.5, 0.3], [-0.1, 0.5, 0.8], [0.6, 0.3, 0.1], [-0.8, -0.8, -0.9], [0.3, 0.9, 2.0], [-1.3, 0.9, 1.0], [2.5, 1.4, -0.2], [-2.3, -0.8, -1.3], [0.6, 0.6, 1.1], [-0.4, -1.4, -1.9], [0.8, 0.7, 0.5], [0.5, -0.8, 0.7], [0.9, -1.4, 0.5], [-0.4, 0.0, -0.3], [-0.1, -0.1, 0.1], [0.3, 0.0, -0.2], [0.0, -0.4, 0.0], [0.3, -0.4, 0.0], [0.3, 0.0, -0.3], [-0.1, 0.3, 0.6], [-0.6, 0.0, -0.3], [0.2, -0.7, -0.2], [-0.3, -0.6, -0.6], [-0.9, -0.3, 0.5], [0.1, 0.2, 0.2], [-0.1, 0.3, -0.1], [0.4, -0.1, 0.1], [-0.1, 0.1, -0.2], [-0.4, 0.7, -0.5], [-0.4, 0.0, 0.3], [0.4, 0.0, 0.3], [0.5, 0.1, -0.2], [-0.7, 0.4, -0.5], [0.4, -0.4, 0.2], [0.5, 1.4, -0.3], [-0.1, -0.5, -1.4], [-0.5, -0.1, 0.5], [0.7, -1.7, 1.0], [0.4, 1.4, -1.3], [-1.7, 1.2, -1.1], [0.1, -1.2, 0.9], [4.4, -1.4, 1.0], [0.2, -1.1, 1.4], [-0.2, 1.4, 0.6], [-0.5, 0.8, -0.4], [-3.1, 0.9, -0.5], [-0.2, 2.0, -1.9], [0.7, -1.6, -1.3], [-1.7, 0.0, 2.1], [-0.3, -0.4, -0.6], [-0.1, 0.3, 0.3], [-0.1, 0.5, 0.3], [0.2, 0.5, 0.6], [0.4, -0.5, -0.6], [-0.2, -0.8, 0.0], [0.0, 0.0, 0.4], [0.1, 0.1, 0.2], [0.0, 0.1, -0.1], [-0.2, -0.3, -0.2], [-0.2, 0.0, -0.2], [0.4, -0.1, 0.2], [0.3, 0.1, 0.3], [0.0, 0.1, 0.3], [0.4, 0.1, 0.0], [-0.8, 0.0, -0.7], [0.3, -0.6, 0.0], [0.0, 0.1, -0.3], [-0.7, 0.0, 0.5], [0.7, 0.4, -0.3], [0.4, 0.0, -0.3], [-0.2, -0.2, 0.8], [-0.3, 0.1, 0.2], [0.8, -0.3, -1.0]], "mulliken_charge": [0.612, -0.414, -0.369, -0.417, -0.413, -1.105, -0.600, -0.431, -1.008, 0.395, -0.596, -0.532, -0.734, -0.588, -0.664, -0.455, -1.498, 0.334, 0.346, 0.302, 0.261, 0.360, 0.324, 0.248, 0.474, 0.602, 0.304, 0.418, 0.323, 0.306, 0.312, 0.499, 0.424, 0.425, 0.364, 0.375, 0.424, 0.247, 0.400, 0.360, 0.385, -1.222, -0.606, -0.595, -0.784, 0.271, -0.873, -0.858, -0.476, -0.832, -1.055, -0.236, -1.258, 0.376, 0.308, 0.334, 0.361, 0.375, 0.237, 0.389, 0.558, 0.414, 0.540, 0.580, 0.326, 0.406, 0.273, 0.415, 0.539, 0.376, 0.469, 0.572, 0.341, 0.278, 0.340, 0.345, 0.374, -1.247, -0.603, -0.248, -1.096, 0.337, -0.450, -0.718, -0.580, -0.751, -0.940, -0.181, -1.409, 0.388, 0.322, 0.331, 0.448, 0.351, 0.367, 0.172, 0.385, 0.493, 0.261, 0.416, 0.394, 0.338, 0.295, 0.457, 0.374, 0.421, 0.510, 0.486, 0.315, 0.228, 0.379, 0.371, 0.383, -1.386, -0.407, -0.339, -0.913, 0.280, -0.655, -0.586, -0.655, -0.684, -0.988, -0.040, -1.470, 0.331, 0.374, 0.357, 0.277, 0.348, 0.341, 0.313, 0.505, 0.352, 0.482, 0.316, 0.357, 0.325, 0.350, 0.311, 0.429, 0.425, 0.485, 0.609, 0.310, 0.126, 0.382, 0.354, 0.383, -1.109, -0.794, -0.066, -1.062, 0.763, -0.401, -0.669, -0.538, -0.786, -1.218, -0.032, -1.411, 0.333, 0.381, 0.251, 0.344, 0.359, 0.218, 0.297, 0.506, 0.439, 0.249, 0.247, 0.340, 0.376, 0.291, 0.420, 0.298, 0.479, 0.248, 0.587, 0.273, 0.283, 0.383, 0.371, 0.351, -1.191, -0.592, -0.553, -0.804, 0.372, -0.658, -0.614, -0.652, -0.648, -0.846, -0.252, -1.217, 0.265, 0.379, 0.302, 0.329, 0.351, 0.338, 0.216, 0.467, 0.503, 0.468, 0.358, 0.407, 0.338, 0.327, 0.319, 0.405, 0.365, 0.476, 0.476, 0.271, 0.250, 0.347, 0.370, 0.330, -1.172, -0.698, -0.289, -0.935, 0.176, -0.623, -0.710, -0.614, -0.924, -0.772, 0.026, -1.508, 0.337, 0.359, 0.321, 0.403, 0.268, 0.289, 0.372, 0.529, 0.372, 0.407, 0.407, 0.348, 0.340, 0.234, 0.509, 0.584, 0.523, 0.465, 0.312, 0.224, 0.300, 0.403, 0.381, 0.356], "molar_mass_g_mol": 1279.0, "relative_energy_kj_mol": 118.1, "multiplicity": 1, "charge": 6}